{
  "formula": "C4H12",
  "method": "ωB97M-V/def2-TZVPD",
  "total_energy_ev": -4329.552,
  "max_force_ha_per_bohr": 0.12419,
  "charge": 1,
  "multiplicity": 2,
  "e_homo_ev": [-14.48, -14.47],
  "relative_energy_kcal_mol": 38.7,
  "species": ["C", "C", "H", "H", "H", "H", "H", "H", "C", "C", "H", "H", "H", "H", "H", "H"],
  "xyz": [[-2.82406, -0.46332, 0.33163], [-1.58680, 0.46646, 0.68178], [-2.86858, -1.35297, 0.86479], [-3.81164, 0.08066, 0.44527], [-2.74782, -0.59922, -0.79568], [-1.51055, 1.24229, -0.07819], [-0.66434, -0.05604, 1.18014], [-2.04798, 0.88061, 1.48048], [2.30882, 0.78609, -0.44523], [2.12314, -0.80880, -0.54326], [2.29559, 1.18344, 0.60661], [3.22719, 1.16914, -0.86849], [1.60920, 1.15686, -1.16087], [1.54910, -1.16796, -1.53822], [3.11000, -1.22862, -0.62245], [1.73325, -1.19076, 0.33705]],
  "forces_ev_per_a": [[-0.315, 2.673, 0.409], [3.068, -3.764, -4.147], [0.130, -1.389, 1.491], [0.311, -0.770, -0.629], [0.314, 0.854, -0.022], [0.867, -0.243, 0.098], [-1.324, 1.303, -1.335], [-2.978, 1.339, 4.104], [0.006, -1.523, 0.308], [0.718, 1.672, -3.308], [-0.565, -0.352, -1.121], [0.603, -0.484, 0.000], [-1.077, 1.016, 0.253], [1.088, 0.961, 2.478], [0.382, -0.433, -0.106], [-1.229, -0.860, 1.526]]
}

***

{
  "formula": "C18H12Cl3OPbSeTe",
  "method": "ωB97M-V/def2-TZVPD",
  "total_energy_ev": -136354.795,
  "max_force_ha_per_bohr": 0.04158,
  "charge": 1,
  "multiplicity": 1,
  "e_homo_ev": -10.82,
  "species": ["Pb", "Cl", "C", "C", "C", "Cl", "C", "O", "C", "Cl", "C", "H", "H", "Se", "Te", "C", "C", "C", "C", "C", "C", "C", "C", "C", "C", "C", "C", "H", "H", "H", "H", "H", "H", "H", "H", "H", "H"],
  "xyz": [[-2.21093, -1.92272, -2.04376], [-5.07535, 4.70395, 0.48200], [-4.11061, 3.43862, -0.16709], [-4.45924, 2.11724, 0.07873], [-3.66909, 1.12237, -0.45791], [-4.03170, -0.53378, -0.09434], [-2.54222, 1.36601, -1.25269], [-1.76862, 0.39426, -1.70363], [-2.20527, 2.71916, -1.43744], [-0.76774, 3.08093, -2.30895], [-2.97363, 3.73906, -0.90728], [-5.30641, 1.86802, 0.69872], [-2.67976, 4.76665, -1.05256], [0.18920, -1.64967, -3.38229], [-0.77810, -0.86556, 0.25490], [0.57269, -1.60097, 1.79904], [1.01609, -0.55360, 2.60030], [1.85066, -0.78923, 3.67405], [2.24152, -2.08686, 3.95750], [1.80294, -3.13472, 3.16449], [0.96731, -2.89796, 2.08239], [0.94286, -0.54527, -0.97495], [1.49580, 0.71122, -1.09900], [2.64050, 0.90611, -1.86289], [3.25998, -0.15757, -2.52482], [2.75036, -1.42399, -2.39803], [1.54916, -1.65623, -1.64590], [0.68316, 0.45279, 2.37474], [2.17858, 0.03343, 4.29061], [2.88687, -2.28036, 4.80015], [2.10141, -4.14640, 3.39548], [0.61544, -3.72168, 1.47524], [1.01765, 1.55544, -0.62236], [3.05703, 1.89712, -1.95475], [4.14712, 0.01418, -3.11338], [3.22474, -2.26716, -2.87786], [1.38759, -2.65284, -1.24643]],
  "forces_ev_per_a": [[-0.233, 0.385, -0.551], [-0.104, 0.184, 0.083], [0.200, -0.398, -0.093], [0.042, 0.219, -0.011], [0.238, 0.457, -0.167], [-0.765, -0.221, 0.240], [-0.094, 0.095, 0.338], [-0.149, -0.739, -0.658], [-0.341, -0.304, 0.180], [0.165, 0.143, -0.195], [-0.121, -0.026, 0.050], [-0.087, 0.037, -0.010], [0.006, 0.075, -0.061], [0.817, -0.123, 0.543], [1.693, 0.069, 1.304], [-0.365, 0.205, -0.274], [-0.264, 0.205, -0.275], [0.064, -0.026, 0.055], [0.058, -0.024, 0.018], [0.001, -0.102, -0.011], [-0.173, -0.116, -0.241], [-0.236, 0.209, -0.086], [-0.240, 0.202, 0.162], [-0.092, -0.322, 0.021], [0.081, -0.148, 0.040], [0.033, 0.237, -0.102], [-0.485, -0.283, -0.421], [0.066, 0.097, 0.135], [0.050, 0.056, 0.060], [0.052, -0.050, 0.080], [0.031, -0.075, 0.002], [0.019, -0.086, 0.022], [0.040, 0.022, -0.010], [0.013, 0.144, 0.007], [0.058, 0.010, -0.056], [0.025, -0.058, -0.045], [-0.003, 0.049, -0.071]]
}

***

{
  "formula": "C3H3Cl2NO2",
  "method": "ωB97M-V/def2-TZVPD",
  "total_energy_ev": -33786.849,
  "max_force_ha_per_bohr": 0.08903,
  "multiplicity": 1,
  "smiles": "O=C1N(O)CC1(Cl)Cl",
  "e_homo_ev": -10.13,
  "relative_energy_kcal_mol": 46.0,
  "species": ["O", "C", "N", "O", "C", "C", "Cl", "Cl", "H", "H", "H"],
  "xyz": [[2.30437, -0.53407, 0.26208], [1.10444, -0.34531, 0.14839], [0.39608, 0.78091, -0.02791], [0.85956, 1.99448, -0.21940], [-0.99000, 0.27462, -0.16568], [-0.20446, -1.14376, 0.00283], [-0.71602, -2.20585, 1.34163], [-0.24416, -2.11794, -1.51811], [0.60815, 2.57843, 0.63302], [-1.65155, 0.30808, 0.67673], [-1.46641, 0.41040, -1.13357]],
  "forces_ev_per_a": [[-2.138, -0.130, 0.016], [2.107, -0.260, -0.064], [-1.914, -0.721, 0.522], [-0.258, 3.971, 2.263], [2.150, -2.502, 0.041], [-1.155, -0.726, -0.956], [0.278, 0.706, -0.283], [0.165, 0.490, 0.516], [0.936, -1.860, -2.605], [-0.300, 0.931, 0.492], [0.130, 0.100, 0.057]]
}

***

{
  "formula": "C26H28N11O2SSeSnTe4",
  "method": "ωB97M-V/def2-TZVPD",
  "total_energy_ev": -159089.313,
  "max_force_ha_per_bohr": 0.01991,
  "charge": -1,
  "multiplicity": 1,
  "e_homo_ev": -3.64,
  "relative_energy_kcal_mol": 95.9,
  "species": ["Sn", "N", "C", "C", "C", "C", "C", "C", "S", "O", "O", "N", "C", "N", "C", "C", "C", "N", "H", "H", "H", "H", "H", "H", "H", "H", "H", "N", "C", "C", "N", "C", "C", "N", "C", "C", "N", "H", "H", "H", "H", "H", "H", "Te", "Te", "Te", "Te", "C", "N", "C", "C", "N", "C", "C", "Se", "H", "H", "H", "H", "H", "H", "H", "H", "C", "C", "C", "N", "C", "C", "H", "H", "H", "H", "H"],
  "xyz": [[-0.23999, -0.43378, 0.06272], [1.10528, -8.97567, 2.41252], [1.21439, -7.63463, 2.01339], [1.37756, -6.62718, 2.96351], [1.44060, -5.30018, 2.57712], [1.32731, -4.96711, 1.23348], [1.15843, -5.95807, 0.28123], [1.10371, -7.28668, 0.66904], [1.43309, -3.27323, 0.72858], [2.78248, -2.83464, 0.99980], [0.97147, -3.25258, -0.64694], [0.28721, -2.43963, 1.44467], [0.18555, -2.10666, 2.76732], [-1.02122, -1.55162, 2.99616], [-1.29268, -1.09369, 4.19539], [-0.36465, -1.18560, 5.23086], [0.83758, -1.78133, 4.90591], [1.13077, -2.25311, 3.69526], [1.56986, -9.17873, 3.28413], [1.37484, -9.63479, 1.69867], [1.45474, -6.88919, 4.01293], [1.58743, -4.51998, 3.31394], [1.05157, -5.67468, -0.75755], [0.96105, -8.06252, -0.07477], [-2.25946, -0.61732, 4.32883], [-0.56308, -0.81075, 6.22458], [1.61851, -1.88843, 5.65342], [1.79724, 2.38531, 2.28672], [2.90888, 1.58287, 1.87710], [2.44149, 0.41318, 1.43693], [1.04384, 0.38035, 1.48379], [0.66872, 1.80182, 1.58642], [0.54531, 2.42600, 0.17201], [-0.26060, 1.97707, -0.77027], [-0.02048, 2.72082, -1.89626], [0.94663, 3.63899, -1.63085], [1.29507, 3.43911, -0.31232], [1.87900, 3.38895, 2.25498], [3.92469, 1.88624, 2.06518], [2.99879, -0.49247, 1.25292], [-0.54837, 2.53953, -2.81691], [1.40295, 4.40445, -2.23303], [2.08640, 3.84282, 0.15566], [-2.59762, -1.68001, -0.47567], [-2.54592, -1.78452, -3.20626], [-0.37355, -3.29902, -3.66343], [1.25934, -1.16094, -3.92183], [5.15801, -1.44593, -0.88009], [5.12156, -0.31158, -1.78795], [4.90556, -0.41944, -3.14720], [4.86332, 0.83938, -3.62705], [5.05718, 1.66591, -2.53230], [4.97719, 3.10633, -2.58707], [5.21771, 0.97707, -1.37099], [1.79897, -0.28215, -1.61119], [6.16131, -1.57561, -0.47522], [4.86288, -2.34476, -1.41829], [4.44589, -1.30169, -0.07356], [4.79752, -1.36852, -3.64193], [4.71374, 1.21026, -4.62603], [5.40854, 3.49965, -1.67028], [3.93763, 3.43327, -2.66177], [5.53518, 3.48760, -3.44348], [-2.35088, 3.62097, 2.01213], [-1.24733, 3.14665, 2.59976], [-0.69598, 1.78265, 2.27078], [-1.54328, 0.95216, 1.39129], [-2.59762, 1.56330, 0.80759], [-3.06433, 2.81772, 1.05214], [-2.72013, 4.60816, 2.27283], [-0.71460, 3.72173, 3.35015], [-0.48852, 1.23518, 3.20110], [-3.12121, 0.96212, 0.07414], [-3.94937, 3.17831, 0.54908]],
  "forces_ev_per_a": [[-0.333, 0.322, 0.913], [0.047, 0.023, -0.011], [-0.023, -0.050, -0.005], [0.000, 0.021, -0.001], [0.093, -0.113, 0.034], [-0.059, 0.112, 0.349], [-0.123, 0.033, -0.042], [0.014, 0.009, 0.018], [-0.106, 0.068, -0.822], [-0.067, -0.111, 0.136], [0.540, -0.328, -0.092], [0.238, 0.262, 0.006], [-0.603, 0.485, 0.126], [-0.477, -0.005, 0.004], [0.418, -0.028, 0.090], [-0.021, 0.052, 0.019], [0.005, -0.087, 0.017], [0.158, -0.206, -0.127], [-0.017, 0.002, 0.000], [-0.014, 0.001, 0.002], [0.002, -0.003, 0.001], [0.014, -0.013, -0.037], [0.006, 0.009, 0.003], [0.007, 0.001, -0.005], [-0.027, -0.039, 0.005], [0.006, 0.023, -0.013], [-0.001, -0.020, -0.009], [-0.133, -0.077, 0.402], [0.007, 0.093, 0.041], [0.417, -0.338, 0.111], [0.108, 0.589, -0.395], [0.044, 0.010, -0.275], [-0.121, -0.088, 0.003], [0.221, -0.108, 0.003], [0.049, 0.060, 0.063], [-0.032, -0.001, -0.001], [0.029, 0.032, -0.038], [-0.008, 0.021, -0.089], [0.014, -0.043, 0.013], [-0.018, 0.077, -0.111], [0.005, -0.006, -0.006], [-0.001, -0.007, -0.013], [-0.027, 0.008, 0.046], [0.057, -0.534, -0.501], [-0.215, 0.044, 0.283], [0.142, 0.197, -0.011], [-0.015, -0.051, 0.101], [0.021, -0.023, -0.022], [0.062, 0.058, 0.003], [0.066, -0.066, 0.058], [-0.028, 0.039, 0.018], [0.010, -0.025, -0.016], [0.003, 0.005, 0.024], [0.013, 0.005, 0.000], [-0.137, -0.395, -0.181], [-0.004, 0.006, 0.016], [-0.010, 0.012, -0.003], [0.042, -0.013, -0.025], [-0.051, 0.011, -0.019], [-0.028, -0.004, -0.002], [-0.005, -0.005, 0.003], [0.000, -0.007, -0.021], [0.001, 0.006, 0.000], [-0.044, -0.026, -0.022], [0.066, 0.012, 0.007], [-0.046, 0.006, 0.117], [-0.152, 0.142, -0.240], [0.029, -0.057, 0.143], [-0.017, 0.046, 0.020], [0.002, 0.002, 0.002], [0.025, 0.001, -0.014], [-0.019, 0.006, -0.009], [-0.007, -0.041, -0.017], [0.004, 0.008, -0.003]]
}

***

Q: What is the formula in the third record?
A: C3H3Cl2NO2

***

Q: Among the records above, which one has the highest multiplicity?
A: C4H12

***

Q: What is the multiplicity in the first record?
A: 2